(1)
Entry from the OMol25 dataset: a cluster of 14 separate species, C56H84O42 in total in a non-equilibrium geometry (ωB97M-V/def2-TZVPD).

```
182
Properties=species:S:1:pos:R:3
C -4.80 -2.32 -6.43
C -5.99 -2.94 -7.17
C -7.13 -3.12 -6.17
O -8.26 -2.82 -7.06
C -7.80 -1.97 -8.00
O -8.53 -1.22 -8.65
O -6.53 -1.93 -7.96
H -4.04 -1.92 -7.10
H -4.28 -3.02 -5.78
H -5.05 -1.39 -5.91
H -5.81 -3.86 -7.72
H -7.17 -2.36 -5.40
H -7.24 -4.13 -5.76
C -2.87 -7.62 8.84
C -1.94 -6.40 8.63
C -0.44 -6.71 8.63
O 0.02 -5.91 7.55
C -1.00 -5.52 6.78
O -0.89 -4.76 5.75
O -2.14 -5.93 7.32
H -2.61 -8.43 8.15
H -3.94 -7.53 8.65
H -2.72 -8.05 9.83
H -2.14 -5.57 9.30
H -0.23 -7.76 8.43
H 0.08 -6.46 9.55
C 5.27 0.07 -6.90
C 5.54 -0.96 -7.91
C 6.99 -1.43 -8.10
O 7.00 -2.87 -7.94
C 5.76 -3.25 -7.74
O 5.38 -4.40 -7.68
O 4.92 -2.17 -7.54
H 5.70 -0.10 -5.91
H 4.21 0.30 -6.80
H 5.72 1.03 -7.16
H 5.09 -0.73 -8.87
H 7.71 -0.97 -7.41
H 7.15 -1.14 -9.14
C 3.60 -0.71 6.23
C 4.69 -0.52 5.15
C 6.14 -0.56 5.67
O 6.64 -1.73 5.06
C 5.71 -2.35 4.35
O 5.96 -3.43 3.78
O 4.62 -1.57 4.30
H 3.55 0.16 6.89
H 3.63 -1.62 6.82
H 2.60 -0.78 5.81
H 4.53 0.37 4.54
H 6.06 -0.52 6.76
H 6.72 0.26 5.26
C -2.94 3.68 -8.89
C -2.04 4.95 -9.25
C -1.76 4.99 -10.73
O -1.76 6.38 -11.01
C -2.48 7.02 -10.01
O -2.68 8.20 -9.95
O -2.75 6.19 -9.04
H -3.83 3.59 -9.52
H -3.30 3.59 -7.86
H -2.35 2.78 -9.03
H -1.08 4.93 -8.73
H -2.54 4.60 -11.38
H -0.86 4.50 -11.12
C -0.24 -6.99 -5.19
C -1.30 -8.10 -4.99
C -1.56 -9.00 -6.19
O -1.50 -10.28 -5.60
C -1.20 -10.24 -4.35
O -1.28 -11.18 -3.54
O -0.83 -9.00 -3.98
H -0.12 -6.48 -4.23
H -0.50 -6.34 -6.02
H 0.68 -7.49 -5.47
H -2.25 -7.67 -4.66
H -0.81 -8.75 -6.93
H -2.56 -8.80 -6.59
C 2.87 5.96 3.87
C 4.10 6.35 4.72
C 3.84 7.09 6.02
O 4.64 6.43 6.98
C 5.22 5.37 6.40
O 6.05 4.64 6.91
O 4.76 5.24 5.22
H 2.24 5.30 4.47
H 3.07 5.42 2.94
H 2.32 6.87 3.63
H 4.87 6.77 4.08
H 2.78 6.98 6.24
H 4.07 8.15 5.91
C -7.17 2.76 -0.15
C -6.74 2.66 -1.58
C -7.71 1.87 -2.47
O -7.76 2.60 -3.69
C -7.26 3.81 -3.48
O -7.19 4.73 -4.25
O -6.73 3.94 -2.25
H -7.07 1.86 0.47
H -8.20 3.10 -0.11
H -6.54 3.44 0.42
H -5.73 2.26 -1.61
H -8.67 1.74 -1.98
H -7.26 0.90 -2.66
C 9.12 -4.48 -2.99
C 8.05 -5.16 -2.20
C 6.59 -4.61 -2.32
O 5.86 -5.78 -2.58
C 6.66 -6.86 -2.73
O 6.28 -7.98 -2.97
O 7.90 -6.49 -2.62
H 9.26 -3.41 -2.82
H 9.12 -4.60 -4.08
H 10.07 -4.93 -2.70
H 8.20 -5.10 -1.13
H 6.58 -3.73 -2.97
H 6.23 -4.22 -1.37
C -1.00 0.39 1.38
C 0.14 0.23 0.40
C 0.30 -1.15 -0.22
O 0.31 -0.94 -1.61
C -0.14 0.27 -1.81
O -0.34 0.72 -2.93
O -0.17 0.99 -0.72
H -1.41 1.40 1.37
H -0.80 0.12 2.41
H -1.86 -0.25 1.19
H 1.05 0.56 0.90
H -0.49 -1.84 0.06
H 1.24 -1.56 0.15
C -2.31 6.96 -2.72
C -2.30 8.55 -2.90
C -3.61 9.16 -2.51
O -3.35 10.33 -1.79
C -2.07 10.25 -1.44
O -1.47 11.01 -0.67
O -1.48 9.17 -1.93
H -1.33 6.47 -2.72
H -2.85 6.38 -3.47
H -2.70 6.72 -1.73
H -2.03 8.91 -3.89
H -4.20 8.43 -1.96
H -4.17 9.43 -3.41
C 10.38 2.94 2.71
C 9.85 2.44 1.37
C 9.75 0.92 1.33
O 8.47 0.64 0.85
C 7.81 1.76 0.84
O 6.62 1.88 0.45
O 8.55 2.82 1.29
H 11.47 2.93 2.68
H 9.96 2.27 3.47
H 10.05 3.93 3.05
H 10.45 2.85 0.56
H 9.98 0.41 2.27
H 10.53 0.68 0.60
C -3.41 4.11 7.03
C -2.69 3.66 8.29
C -3.61 3.20 9.41
O -2.99 1.95 9.74
C -2.23 1.48 8.81
O -1.70 0.36 8.91
O -2.03 2.43 7.91
H -4.06 3.28 6.74
H -2.78 4.31 6.17
H -4.07 4.95 7.25
H -2.07 4.49 8.63
H -4.64 3.06 9.09
H -3.57 3.88 10.26
C -6.24 -1.96 6.31
C -7.25 -2.92 6.97
C -7.42 -2.81 8.51
O -8.82 -2.75 8.71
C -9.44 -2.68 7.49
O -10.66 -2.67 7.33
O -8.46 -2.49 6.53
H -6.26 -1.98 5.22
H -5.22 -2.26 6.51
H -6.44 -0.97 6.73
H -7.08 -3.93 6.61
H -6.93 -1.87 8.78
H -7.02 -3.72 8.98
```

2S+1: 1
Energy relative to the best compared isomer or geometry (same formula, charge and spin) in kcal per mole: 214.2
Total charge: 0
Maximum force in eV/A: 6.88
LUMO level in eV: -0.360
Total energy in eV: -145426.13395
Kohn-Sham gap in eV: 10.11
HOMO in eV: -10.472


(2)
Entry from the OMol25 dataset: a cluster of 8 separate species, C56H87BrN4O23S3 in total in a non-equilibrium geometry (ωB97M-V/def2-TZVPD).

```
174
Properties=species:S:1:pos:R:3
C -4.38 2.26 -7.80
C -4.49 3.45 -6.71
C -5.40 3.11 -5.43
C -6.82 2.44 -5.77
C -7.20 1.29 -4.67
C -7.53 -0.14 -5.37
C -6.12 -0.84 -5.72
C -6.09 -2.45 -5.42
N -4.77 -2.95 -4.94
C -3.67 -2.44 -5.81
C -2.43 -3.48 -5.97
C -2.47 -4.30 -7.37
C -1.09 -4.11 -8.18
C -0.22 -5.48 -8.20
C -0.18 -6.11 -9.69
C 1.32 -6.62 -10.05
C 1.99 -5.58 -11.10
C -4.56 -2.68 -3.52
S -3.18 -3.19 -2.65
S -5.83 -1.76 -2.47
C -4.83 -1.02 -1.06
C -5.88 -0.06 -0.26
C -5.54 0.08 1.31
C -4.66 1.34 1.71
C -5.04 2.85 1.48
C -6.40 3.25 0.76
C -5.99 3.96 -0.65
O -6.47 5.03 -1.06
Br -4.57 3.13 -1.82
C -4.12 4.05 1.94
N -4.59 5.45 1.72
C -2.74 3.80 2.63
N -1.77 4.78 3.11
S -0.55 3.75 3.78
N -1.10 2.15 3.52
C -2.39 2.26 2.83
C -3.28 1.04 2.39
O -2.79 -0.28 2.65
H -4.08 1.29 -7.27
H -5.36 2.15 -8.41
H -3.57 2.56 -8.55
H -3.42 3.62 -6.31
H -4.78 4.45 -7.22
H -4.81 2.41 -4.73
H -5.58 4.11 -4.89
H -7.66 3.24 -5.73
H -6.89 1.94 -6.79
H -8.14 1.69 -4.12
H -6.39 1.21 -3.87
H -8.18 -0.73 -4.64
H -8.10 0.05 -6.35
H -5.33 -0.34 -5.04
H -5.85 -0.66 -6.83
H -6.26 -2.93 -6.47
H -6.99 -2.79 -4.79
H -4.11 -2.34 -6.88
H -3.35 -1.39 -5.51
H -1.48 -2.84 -5.85
H -2.38 -4.26 -5.14
H -3.39 -4.02 -7.99
H -2.55 -5.42 -7.11
H -0.47 -3.20 -7.82
H -1.38 -3.88 -9.28
H 0.86 -5.20 -7.93
H -0.58 -6.26 -7.44
H -0.93 -6.98 -9.76
H -0.46 -5.37 -10.52
H 1.97 -6.62 -9.11
H 1.30 -7.69 -10.48
H 2.02 -4.54 -10.61
H 1.31 -5.50 -12.01
H 3.04 -5.89 -11.43
H -4.59 -1.89 -0.36
H -3.90 -0.45 -1.43
H -6.05 0.94 -0.79
H -6.89 -0.62 -0.33
H -4.99 -0.87 1.65
H -6.56 0.06 1.86
H -6.92 4.02 1.46
H -7.06 2.33 0.60
H -5.53 5.48 2.19
H -4.01 6.10 2.27
H -2.45 -0.59 1.76
C 2.30 -3.88 -1.97
C 2.06 -3.81 -3.46
C 0.71 -3.27 -3.83
O 0.47 -3.88 -5.09
C 1.17 -5.05 -5.09
O 1.05 -5.91 -5.92
O 2.02 -5.12 -4.03
H 3.29 -4.29 -1.76
H 2.23 -2.89 -1.51
H 1.58 -4.54 -1.48
H 2.86 -3.26 -3.95
H 0.71 -2.19 -3.92
H -0.09 -3.57 -3.14
C 3.52 4.78 2.89
C 3.73 4.01 1.60
C 2.96 2.73 1.54
O 3.75 1.94 0.66
C 5.03 2.39 0.78
O 5.99 1.84 0.33
O 5.08 3.56 1.49
H 4.11 5.70 2.88
H 2.47 5.05 3.03
H 3.86 4.21 3.75
H 3.51 4.65 0.74
H 1.95 2.87 1.14
H 2.89 2.21 2.50
C 2.41 2.99 -5.50
C 2.18 1.50 -5.54
C 0.94 1.05 -4.84
O 1.27 -0.28 -4.46
C 2.62 -0.33 -4.33
O 3.23 -1.24 -3.85
O 3.20 0.80 -4.83
H 3.33 3.25 -6.02
H 1.58 3.53 -5.96
H 2.53 3.34 -4.47
H 2.20 1.15 -6.58
H 0.06 1.07 -5.48
H 0.72 1.63 -3.93
C 6.17 6.23 7.95
C 4.76 5.82 7.59
C 4.69 4.62 6.69
O 3.45 4.82 6.01
C 3.24 6.17 5.99
O 2.39 6.72 5.33
O 4.12 6.82 6.81
H 6.15 7.10 8.60
H 6.69 5.42 8.47
H 6.74 6.51 7.06
H 4.16 5.67 8.50
H 4.67 3.68 7.24
H 5.49 4.58 5.95
C 3.62 -1.49 5.54
C 3.84 -0.19 6.29
C 4.85 0.71 5.65
O 5.34 1.45 6.77
C 5.18 0.66 7.86
O 5.65 0.89 8.94
O 4.42 -0.43 7.57
H 2.88 -2.10 6.05
H 3.27 -1.31 4.52
H 4.54 -2.08 5.50
H 2.88 0.32 6.44
H 4.41 1.37 4.91
H 5.69 0.17 5.20
C -2.05 -3.70 8.06
C -0.62 -3.55 7.58
C 0.05 -2.31 8.09
O 1.02 -2.05 7.07
C 0.52 -2.59 5.92
O 0.98 -2.40 4.83
O -0.57 -3.36 6.17
H -2.49 -4.62 7.66
H -2.10 -3.75 9.15
H -2.68 -2.88 7.71
H -0.05 -4.45 7.83
H 0.53 -2.46 9.05
H -0.62 -1.44 8.16
C 6.83 -0.08 12.03
C 8.31 -0.01 12.29
C 9.16 -0.41 11.12
O 10.34 -0.88 11.74
C 9.98 -1.33 12.98
O 10.69 -1.96 13.71
O 8.70 -0.96 13.28
H 6.27 0.22 12.92
H 6.54 0.58 11.20
H 6.51 -1.10 11.80
H 8.59 0.99 12.66
H 9.37 0.43 10.45
H 8.72 -1.23 10.53
```

2S+1: 1
Energy relative to the best compared isomer or geometry (same formula, charge and spin) in kcal per mole: 242.3
Total charge: 0
Maximum force in eV/A: 5.91
LUMO level in eV: -1.694
Total energy in eV: -215075.36908
Kohn-Sham gap in eV: 6.74
HOMO in eV: -8.438